No. 1
Below is one molecule with the formula C4H7NO2, with properties calculated with ωB97M-V/def2-TZVPD.

XYZ file:
```
14
Properties=species:S:1:pos:R:3:forces:R:3:nbo_charge:R:1
C -1.986317 1.194719 0.954845 -0.18 0.11 -0.08 -0.4312
N -0.860715 0.416160 1.424798 0.27 -0.22 -0.28 -0.5024
C -0.046632 -0.109766 0.622558 -0.23 0.10 0.30 0.4428
C 1.112025 -0.939496 0.925341 -0.13 -0.03 -0.04 -0.3429
O 1.571439 -1.356173 -0.547906 0.25 0.22 0.12 -0.5100
C 0.457345 -0.942632 -1.412065 0.04 -0.15 -0.11 0.2309
O -0.100616 0.140588 -0.797898 -0.07 0.01 0.05 -0.5352
H -2.898180 0.834429 1.447053 0.17 0.06 -0.07 0.1961
H -1.868055 2.246228 1.245740 0.03 -0.17 -0.03 0.1965
H -2.142891 1.156298 -0.131760 0.05 0.00 0.18 0.1795
H 0.902740 -1.900210 1.393341 -0.06 0.14 -0.08 0.1868
H 2.327679 -0.754638 -0.654670 -0.17 -0.17 -0.13 0.5354
H -0.191827 -1.824238 -1.426421 0.06 0.08 0.02 0.1701
H 0.838548 -0.697255 -2.405668 -0.04 0.03 0.15 0.1837
```
Forces are in eV/Å.

Summary:
Total energy ... -9842.2893 eV
HOMO-LUMO gap ... 7.90 eV


No. 2
Below is C4H7NO2 as an isolated structure, with properties calculated with ωB97M-V/def2-TZVPD.

XYZ file:
```
14
Properties=species:S:1:pos:R:3:forces:R:3:nbo_charge:R:1
N -2.205106 -0.878216 -0.721116 0.16 0.10 -0.28 -0.8005
C -0.955397 -0.553248 -0.309793 -0.10 0.01 -0.27 0.7047
O 0.078789 -1.093924 -0.782061 -0.46 -0.24 0.23 -0.4852
C -0.574224 0.237389 0.872016 0.10 -0.07 -0.03 -0.5928
C 0.708112 -0.679970 0.771628 0.47 -0.20 0.22 -0.1895
C 2.239671 1.196894 -0.277879 0.06 0.09 0.03 0.2943
O 2.209582 1.681513 0.820832 0.42 0.59 -0.33 -0.5401
H -2.256841 -1.654048 -1.371253 0.13 0.22 -0.14 0.4008
H -2.731662 -0.062131 -1.003267 -0.44 -0.18 0.41 0.4058
H -1.291490 0.156208 1.700677 0.20 -0.11 -0.25 0.2243
H -0.319379 1.296586 0.719950 0.05 -0.28 -0.04 0.2424
H 0.558916 -1.641948 1.287201 -0.48 0.16 -0.07 0.1316
H 1.587551 1.581182 -1.100623 -0.04 -0.19 0.21 0.0847
H 2.951478 0.413713 -0.606311 -0.08 0.12 0.32 0.1197
```
Forces are in eV/Å.

Summary:
Total energy ... -9841.3971 eV
HOMO-LUMO gap ... 7.73 eV


No. 3
Below is one molecule with the formula C4H7NO2, with properties calculated with ωB97M-V/def2-TZVPD.

XYZ file:
```
14
Properties=species:S:1:pos:R:3:forces:R:3:nbo_charge:R:1
C -0.093820 -0.019134 1.742440 -0.01 -0.08 0.08 -0.6368
C 0.664655 0.245983 0.466865 0.09 0.39 -0.02 -0.3833
C 0.065444 0.473422 -0.718804 0.30 -0.04 0.17 0.4694
N 0.519499 1.312414 -1.710042 0.14 -0.11 -0.01 -0.8209
O -1.043781 -0.271602 -1.039257 -0.08 0.04 0.17 -0.5304
C -0.706919 -1.571475 -0.632865 -0.43 -0.44 0.20 0.6413
O -1.373970 -2.211520 0.118300 0.09 0.24 -0.61 -0.5324
H -1.145827 -0.260884 1.573236 0.22 0.03 -0.03 0.2321
H 0.339536 -0.810569 2.360146 0.00 0.03 -0.10 0.2148
H -0.066055 0.911752 2.324358 -0.01 -0.21 0.05 0.2119
H 1.705071 0.535557 0.552827 -0.05 0.38 0.10 0.2083
H 0.970090 2.150710 -1.376842 -0.14 -0.10 -0.13 0.3943
H -0.046712 1.431393 -2.534228 0.00 -0.19 0.07 0.3994
H 0.212790 -1.916046 -1.126135 -0.13 0.05 0.08 0.1322
```
Forces are in eV/Å.

Summary:
SMILES ... C/C=C(/N)OC=O
Total energy ... -9845.4304 eV
HOMO-LUMO gap ... 9.15 eV


No. 4
Below is one molecule with the formula C4H7NO2 at a distorted geometry, with properties calculated with ωB97M-V/def2-TZVPD.

XYZ file:
```
14
Properties=species:S:1:pos:R:3:forces:R:3:nbo_charge:R:1
O -1.191169 2.093050 -0.688404 0.83 0.13 0.70 -0.5083
C -1.734115 1.038005 -0.500571 -1.82 0.92 -2.73 0.4353
C -1.109487 -0.301035 -0.621904 1.92 0.55 2.11 -0.5200
C 0.442221 -0.167727 -0.616120 0.09 -2.84 -1.58 -0.2280
N 0.976183 0.354810 0.597221 0.27 0.94 0.85 -0.6665
C 1.415621 -0.564406 1.535103 1.49 -0.82 0.26 0.5382
O 1.645682 -0.350547 2.696918 -0.47 0.19 -0.41 -0.5340
H -2.851084 1.080610 -0.619330 0.20 -0.47 0.94 0.1060
H -1.479342 -0.853128 -1.478228 -0.21 -0.05 -0.02 0.2441
H -1.346570 -0.797284 0.337969 -0.25 -0.37 -0.57 0.2289
H 0.829395 0.142033 -1.588792 -0.04 1.31 0.45 0.2247
H 0.817059 -1.227671 -0.723896 -0.40 0.40 0.46 0.1778
H 1.751778 1.013701 0.638428 -0.89 0.79 -0.77 0.4187
H 1.833823 -1.460410 1.031600 -0.72 -0.68 0.29 0.0833
```
Forces are in eV/Å.

Summary:
SMILES ... O=CCCNC=O
Total energy ... -9845.0083 eV
HOMO-LUMO gap ... 10.54 eV


No. 5
Below is a 2-piece molecular cluster, C4H7NO2 overall at a distorted geometry, with properties calculated with ωB97M-V/def2-TZVPD.

XYZ file:
```
14
Properties=species:S:1:pos:R:3:forces:R:3:nbo_charge:R:1
C 0.440989 1.676792 0.931838 0.04 0.04 0.02 -0.6184
C -0.101269 0.530737 0.083254 0.12 0.13 -0.01 0.0208
C 0.944722 -0.406928 -0.477401 -0.12 -0.24 0.09 0.1385
N 0.729777 -1.658280 -0.436814 0.25 0.43 0.02 -0.6619
C -2.008897 -1.354363 -1.558520 -0.85 -1.17 0.52 0.5067
O -2.545740 -2.230928 -1.071620 0.66 1.11 -0.67 -0.5117
O -1.063794 -0.172069 0.829688 0.04 -0.20 0.06 -0.7201
H 0.906991 1.292996 1.844837 0.00 0.02 -0.16 0.2132
H -0.404272 2.304770 1.230576 0.17 -0.08 -0.05 0.2258
H 1.159194 2.301276 0.388837 -0.08 -0.13 0.03 0.2059
H -0.587964 0.958994 -0.811995 0.02 -0.03 0.12 0.1883
H -0.759175 -1.094272 0.879788 -0.10 0.08 -0.10 0.4927
H 1.831284 0.053097 -0.934039 -0.16 -0.06 0.00 0.1646
H 1.458154 -2.201823 -0.898429 0.01 0.11 0.14 0.3556
```
Forces are in eV/Å.

Summary:
Total energy ... -9845.6880 eV
HOMO-LUMO gap ... 11.24 eV


No. 6
Below is C4H7NO2 as an isolated structure, with properties calculated with ωB97M-V/def2-TZVPD.

XYZ file:
```
14
Properties=species:S:1:pos:R:3:forces:R:3:nbo_charge:R:1
C 0.136493 1.034895 -1.144884 -0.24 -0.19 -0.39 -0.9180
C -0.428647 -0.735063 -0.434811 0.26 0.24 -0.18 0.3015
C 0.766305 -1.036464 0.426046 0.06 -0.07 -0.25 -0.3146
N 0.595928 0.063244 1.366725 -0.19 0.28 -0.16 -0.6478
C -0.746902 0.122368 1.609612 -0.28 0.22 0.12 0.8283
O -1.441088 0.606762 2.445850 0.38 -0.29 -0.39 -0.5474
O -1.422088 -0.473610 0.398580 0.03 0.11 0.17 -0.5109
H 0.726428 1.949647 -0.919475 -0.11 -0.40 0.20 0.2838
H -0.868796 1.385170 -1.374090 0.11 -0.05 -0.09 0.2443
H 0.625817 0.611726 -2.021452 -0.09 0.05 -0.01 0.2373
H -0.718216 -1.247869 -1.351897 0.04 0.11 0.14 0.2191
H 1.725422 -0.984178 -0.089687 -0.12 -0.01 0.06 0.2166
H 0.643873 -2.022843 0.892907 -0.02 0.14 -0.05 0.2335
H 0.440697 0.802897 0.157009 0.15 -0.17 0.81 0.3741
```
Forces are in eV/Å.

Summary:
Total energy ... -9842.9936 eV
HOMO-LUMO gap ... 10.07 eV


Computed relative energy (zero: lowest compared OMol25 entry of this formula, charge and spin) (kJ/mol) in order:
481.5 567.6 178.4 219.2 153.6 413.5